Record 1
The following is a DFT calculation (wB97M-V/def2-TZVPD) of a cluster of 16 separate species, C52H148N12O16 in total in a non-equilibrium geometry.

The orbital gap is 0.3488 Ha. Its molar mass is 1197.8 g mol⁻¹. For the energy above the lowest of the compared OMol25 structures with the same formula, charge and spin, the calculation gives 0.0 kcal per mole. The electronic energy is -3930.58574 a.u. As for the spin multiplicity: 1.

Geometry (Å):
C (8.20772, 1.93491, 0.33623)
C (6.71134, 2.11379, 0.78894)
C (6.10167, 3.37351, 0.31821)
O (6.50836, 4.34648, 1.20151)
C (6.04395, 5.63526, 0.88493)
N (5.96215, 0.95474, 0.29781)
H (8.77047, 1.19968, 0.88920)
H (8.82480, 2.83543, 0.39393)
H (8.24979, 1.53706, -0.69257)
H (6.74449, 2.13846, 1.83831)
H (4.98897, 3.29177, 0.34488)
H (6.32019, 3.53041, -0.75628)
H (6.60267, 6.29923, 1.47495)
H (5.01637, 5.71987, 1.11855)
H (6.22695, 5.91109, -0.15279)
H (6.44588, 0.11631, 0.57100)
H (5.12260, 0.90169, 0.85085)
C (-3.02524, 4.74810, -5.03257)
C (-4.54409, 4.56165, -4.70780)
C (-5.39179, 5.04307, -5.90715)
O (-6.77680, 4.65643, -5.56807)
C (-7.73108, 4.94203, -6.52187)
N (-4.80742, 3.15615, -4.47199)
H (-2.51058, 4.29530, -4.21902)
H (-2.70086, 5.79835, -5.13032)
H (-2.78054, 4.20615, -5.92456)
H (-4.91077, 5.09195, -3.83963)
H (-5.09308, 4.52218, -6.89483)
H (-5.17367, 6.13548, -6.09132)
H (-8.09550, 5.98197, -6.51042)
H (-8.61428, 4.32779, -6.29780)
H (-7.25600, 4.78490, -7.46462)
H (-4.23180, 2.82847, -3.72387)
H (-5.80715, 3.12965, -4.29270)
C (-0.25043, 1.47044, 7.58290)
C (1.34465, 1.42005, 7.72364)
C (1.81780, 0.02669, 7.32716)
O (1.31470, -0.96134, 8.22815)
C (1.49964, -2.26198, 7.82196)
N (1.91895, 2.40176, 6.79015)
H (-0.47072, 2.50508, 7.80942)
H (-0.68386, 0.82841, 8.31941)
H (-0.61806, 1.17944, 6.57458)
H (1.58766, 1.51708, 8.78313)
H (2.90875, -0.01940, 7.33485)
H (1.46030, -0.29508, 6.26097)
H (2.55586, -2.51179, 7.63318)
H (1.01294, -2.47886, 6.83703)
H (1.08656, -2.87116, 8.59209)
H (1.49497, 3.29486, 6.99878)
H (2.89997, 2.44463, 6.86342)
C (-1.63674, 6.58466, -0.50437)
C (-1.71523, 5.69929, 0.69052)
C (-3.07697, 5.30066, 1.10802)
O (-3.07523, 4.55563, 2.36370)
C (-4.30107, 4.34660, 2.91148)
N (-0.83586, 4.58871, 0.46451)
H (-0.64502, 6.89064, -0.60063)
H (-2.30386, 7.43562, -0.41672)
H (-1.87183, 6.03967, -1.42054)
H (-1.32912, 6.24215, 1.59889)
H (-3.47495, 4.71338, 0.26248)
H (-3.72013, 6.16257, 1.19912)
H (-5.03978, 3.80021, 2.32214)
H (-4.78362, 5.32335, 3.07531)
H (-4.23990, 3.93167, 3.92755)
H (-1.34218, 3.94579, -0.17207)
H (-0.70676, 4.11279, 1.35939)
C (3.83347, -3.68784, 2.05089)
C (5.01441, -3.96514, 1.08815)
C (5.44161, -2.83490, 0.14591)
O (4.60733, -2.70380, -0.94453)
C (5.00258, -1.70594, -1.84452)
N (6.16882, -4.25531, 1.97515)
H (2.84508, -3.54815, 1.53646)
H (4.17613, -2.88992, 2.73770)
H (3.71153, -4.55575, 2.68225)
H (4.82739, -4.83234, 0.43133)
H (6.41175, -3.10899, -0.17712)
H (5.48464, -1.90553, 0.73103)
H (6.06773, -1.84417, -2.16292)
H (4.92447, -0.72016, -1.35938)
H (4.40454, -1.80439, -2.70798)
H (5.88257, -4.85687, 2.73130)
H (6.91364, -4.65415, 1.40637)
C (-1.13211, -6.49171, -0.60433)
C (0.14049, -6.50969, 0.21560)
C (0.65505, -7.91776, 0.31033)
O (-0.26092, -8.78026, 0.96483)
C (0.17417, -10.15119, 0.97080)
N (1.12048, -5.58890, -0.36158)
H (-1.99590, -7.04422, -0.16641)
H (-1.00024, -6.97690, -1.55835)
H (-1.27360, -5.42502, -0.86535)
H (-0.06708, -6.22499, 1.22771)
H (1.54871, -7.85494, 0.92571)
H (0.80724, -8.31304, -0.73580)
H (-0.66825, -10.69549, 1.46115)
H (1.10199, -10.22970, 1.55387)
H (0.29007, -10.50310, -0.05584)
H (0.91580, -4.65532, -0.25853)
H (1.18485, -5.81296, -1.33929)
C (-4.59016, -0.10569, -3.59796)
C (-3.97781, -0.42049, -4.94056)
C (-4.89862, -1.24313, -5.75380)
O (-4.26216, -1.59554, -6.95310)
C (-5.14868, -2.36432, -7.80034)
N (-3.54580, 0.81568, -5.55534)
H (-5.48600, 0.49002, -3.65333)
H (-3.88558, 0.42646, -2.93369)
H (-4.98316, -1.01084, -3.11438)
H (-2.99737, -0.98963, -4.91272)
H (-5.86959, -0.78906, -5.83909)
H (-5.07477, -2.25507, -5.23299)
H (-4.98574, -3.45845, -7.60912)
H (-4.92005, -2.30076, -8.87599)
H (-6.18154, -2.15695, -7.53604)
H (-3.32725, 0.74517, -6.51517)
H (-4.23560, 1.54486, -5.46262)
C (3.05615, 1.98719, 2.81207)
C (1.58907, 2.24051, 2.84480)
C (1.27865, 3.69770, 3.19967)
O (-0.13419, 3.84336, 3.22183)
C (-0.49291, 4.15247, 4.57100)
N (1.00466, 1.84984, 1.55483)
H (3.18957, 0.94527, 2.47854)
H (3.55343, 2.18211, 3.74977)
H (3.50601, 2.63638, 2.05805)
H (1.13129, 1.61615, 3.63782)
H (1.65452, 4.47363, 2.45627)
H (1.79123, 3.94754, 4.16423)
H (-0.01942, 3.45972, 5.21070)
H (-1.60704, 4.01062, 4.65427)
H (-0.14051, 5.15363, 4.84823)
H (1.63500, 2.29092, 0.87605)
H (0.05447, 2.09486, 1.40917)
C (-4.77489, 0.86609, 4.33780)
C (-3.28772, 0.54667, 4.00805)
C (-3.09407, -0.56293, 3.01372)
O (-3.50896, -1.73748, 3.63906)
C (-3.78755, -2.86959, 2.81276)
N (-2.58515, 1.77440, 3.61146)
H (-5.34020, -0.01920, 4.48384)
H (-5.27735, 1.39454, 3.53083)
H (-4.85901, 1.64292, 5.09386)
H (-2.73960, 0.23787, 4.88919)
H (-1.98122, -0.50462, 2.69435)
H (-3.67505, -0.43048, 2.06215)
H (-4.19407, -3.60555, 3.51832)
H (-2.84597, -3.21896, 2.38823)
H (-4.48522, -2.65778, 2.03012)
H (-2.90988, 2.30888, 2.78509)
H (-1.63796, 1.65278, 3.39955)
C (1.22647, 3.71385, -2.87225)
C (1.91796, 3.06481, -1.66790)
C (3.19258, 2.30609, -2.02204)
O (4.09476, 3.12767, -2.69322)
C (5.22114, 2.44887, -3.23597)
N (2.24823, 4.00833, -0.56942)
H (1.24738, 3.04498, -3.72703)
H (1.68709, 4.69153, -3.10489)
H (0.17330, 3.95023, -2.68738)
H (1.24284, 2.30935, -1.26964)
H (2.90288, 1.41085, -2.62748)
H (3.79950, 1.88493, -1.16754)
H (5.82794, 1.93091, -2.50252)
H (5.83132, 3.27009, -3.67575)
H (4.84830, 1.74416, -4.04467)
H (1.42312, 4.58545, -0.40005)
H (2.96997, 4.64024, -0.89362)
C (-1.69585, -3.15780, -5.10881)
C (-0.38333, -3.85273, -5.40428)
C (0.83080, -3.20103, -4.82167)
O (1.97327, -3.85391, -5.33033)
C (3.13051, -3.65345, -4.47399)
N (-0.58144, -5.31371, -5.11369)
H (-1.51190, -2.11705, -5.31841)
H (-1.99393, -3.14628, -4.02972)
H (-2.56075, -3.47255, -5.67232)
H (-0.23222, -3.81125, -6.50339)
H (0.88584, -3.20791, -3.69852)
H (0.84768, -2.12724, -5.12968)
H (2.98478, -4.04397, -3.47579)
H (3.42040, -2.64594, -4.41070)
H (3.96017, -4.22175, -4.97753)
H (-0.27488, -5.36393, -4.12137)
H (0.06619, -5.84753, -5.65729)
C (1.04380, -1.65985, 3.45044)
C (0.51459, -3.10380, 3.25721)
C (-0.61334, -3.24910, 4.31438)
O (-1.37908, -4.38999, 4.00385)
C (-2.17420, -4.96335, 5.03820)
N (0.05423, -3.19644, 1.88321)
H (0.29118, -0.97451, 3.12362)
H (1.94924, -1.49124, 2.86967)
H (1.21697, -1.46940, 4.48985)
H (1.25237, -3.85934, 3.37538)
H (-1.25865, -2.36394, 4.26662)
H (-0.27564, -3.32819, 5.35808)
H (-1.60104, -5.16520, 5.94537)
H (-2.64771, -5.92089, 4.73484)
H (-2.97707, -4.34446, 5.37064)
H (-0.69301, -2.55790, 1.67473)
H (-0.30818, -4.13316, 1.73661)
C (-1.48657, -2.76012, -1.02368)
O (-1.98224, -1.42196, -0.73129)
H (-0.55036, -2.91671, -0.50586)
H (-2.27812, -3.46776, -0.81016)
H (-1.30906, -2.81915, -2.05219)
H (-1.16680, -0.87822, -0.56961)
C (-0.67618, 0.28011, -3.46650)
O (-1.54029, 1.40719, -3.63197)
H (-0.06372, 0.14759, -4.35734)
H (-0.00219, 0.51990, -2.61261)
H (-1.22883, -0.63454, -3.27586)
H (-2.16273, 1.26359, -4.43718)
C (1.92495, -1.13300, -0.12486)
O (0.70182, -0.42837, 0.08192)
H (2.21754, -1.23215, -1.17439)
H (2.75417, -0.72719, 0.43852)
H (1.72779, -2.19927, 0.17775)
H (0.79994, 0.27897, 0.72132)
C (-2.74208, 1.73198, -0.28492)
O (-2.51899, 2.49144, -1.39213)
H (-3.35927, 2.25849, 0.43372)
H (-3.36185, 0.83594, -0.50711)
H (-1.81300, 1.40488, 0.22198)
H (-2.13231, 1.98003, -2.12419)

Here are the Löwdin charges for atoms 1 to 4, given in e: -0.0395, -0.4119, -0.2605, -0.1573

Record 2
The following is a DFT calculation (wB97M-V/def2-TZVPD) of a structure of composition C10H15ClN in a non-equilibrium geometry.

The orbital gap is 0.3373 Ha. Its molar mass is 184.7 g mol⁻¹. Its charge is +1. For the energy above the lowest of the compared OMol25 structures with the same formula, charge and spin, the calculation gives 43.2 kcal per mole. The electronic energy is -904.64962 a.u. As for the spin multiplicity: 1.

Geometry (Å):
C (-0.70421, -3.48824, 0.56803)
C (-0.07831, -2.61966, 1.51734)
C (-0.62697, -3.06985, -0.81606)
C (0.59532, -1.50836, 1.12772)
C (-0.17939, -1.83016, -1.14185)
C (0.53974, -1.07726, -0.21121)
C (0.11470, 2.61847, -1.20486)
C (-1.32773, 1.11417, 0.05785)
C (0.53080, 2.11406, 1.10293)
C (1.14313, 0.13158, -0.71068)
N (0.04354, 1.58373, -0.15427)
Cl (2.74949, 0.44356, -0.23414)
H (-0.95137, -4.38529, 1.01636)
H (-0.20033, -3.00258, 2.56503)
H (-0.75295, -3.62859, -1.70557)
H (1.02485, -0.86160, 1.84975)
H (-0.50809, -1.55522, -2.09079)
H (1.21023, 2.77474, -1.60967)
H (-0.56458, 2.46988, -1.93928)
H (-0.28851, 3.54574, -0.76518)
H (-1.49661, 0.41246, 0.80352)
H (-1.76718, 2.04224, 0.36106)
H (-1.68679, 0.68138, -0.89315)
H (1.00017, 1.30684, 1.66011)
H (1.41258, 2.63983, 0.93182)
H (-0.14937, 2.65896, 1.66006)
H (0.91782, 0.48917, -1.74488)

Here are the natural (NBO) charges for atoms 1 to 4, given in e: -0.1344, -0.2003, -0.1908, -0.1768